13
Properties=species:S:1:pos:R:3:forces:R:3:lowdin_charge:R:1 method="wB97M-V/def2-TZVPD" mol_weight_g_mol=76.1 homo_energy_ha=-0.342 total_energy_ha=-265.71532 e_above_lowest_kcal_mol=42.6 gap_ev=10.22 largest_force_ha_per_bohr=0.05867 multiplicity=1
C 1.80691 -0.82541 0.32896 -0.34 -0.12 -1.94 -0.09
N 0.43516 -0.40975 -0.02047 0.03 0.20 -0.56 -0.07
C 0.22293 0.89685 -0.34275 -0.11 2.94 -0.67 -0.35
N -0.85938 1.58544 -0.24381 -0.41 -1.73 1.08 0.06
H 2.55340 -0.59907 -0.46346 -0.47 0.35 0.19 0.08
H 1.83951 -1.91592 0.31951 -0.09 0.14 0.91 0.08
H 2.11784 -0.29392 1.21933 0.04 -0.52 0.40 0.08
H -0.27134 -1.03082 -0.40688 0.42 -0.25 0.64 0.12
H 1.00192 1.53951 -0.80823 0.88 -1.12 0.78 0.12
H -0.66655 2.57276 -0.33269 -0.01 -0.01 -0.74 0.03
H -2.34317 -0.17198 0.83461 0.00 0.09 0.00 0.00
H -2.94964 -0.50321 -0.49004 -0.13 0.07 -0.09 0.02
O -2.88759 -0.84448 0.40593 0.19 -0.06 0.01 -0.08

---

13
Properties=species:S:1:pos:R:3:forces:R:3:lowdin_charge:R:1 method="wB97M-V/def2-TZVPD" mol_weight_g_mol=76.1 homo_energy_ha=-0.324 total_energy_ha=-265.72245 e_above_lowest_kcal_mol=38.1 gap_ev=9.90 largest_force_ha_per_bohr=0.03744 multiplicity=1
C -0.68072 -0.72028 -2.75311 -0.11 -0.05 -0.35 -0.11
N -0.32346 -0.40186 -1.39124 1.55 1.10 -0.32 -0.07
C 0.87376 0.20823 -1.07231 -0.96 -0.33 0.81 -0.34
N 1.35704 0.03108 0.10326 -0.28 0.85 -0.48 0.04
H -0.32226 -1.70215 -3.04516 -0.33 -0.44 -0.03 0.07
H -1.74699 -0.59315 -2.93351 -0.10 -0.39 0.20 0.07
H -0.22664 -0.06206 -3.50456 0.25 0.31 0.65 0.08
H -0.64412 -0.87336 -0.55962 -0.51 -0.54 -0.43 0.12
H 1.29041 0.91635 -1.78954 -0.18 -0.09 -0.27 0.12
H 1.96246 0.83219 0.26042 0.67 -0.43 0.24 0.02
H -0.01921 0.67486 4.44820 -0.63 0.36 -0.45 0.04
H -1.36241 0.24436 4.94023 -0.07 0.52 -0.57 0.04
O -0.96894 0.84436 4.27501 0.68 -0.88 1.02 -0.09

---

13
Properties=species:S:1:pos:R:3:forces:R:3:lowdin_charge:R:1 method="wB97M-V/def2-TZVPD" mol_weight_g_mol=76.1 homo_energy_ha=-0.347 total_energy_ha=-265.71659 e_above_lowest_kcal_mol=41.8 gap_ev=10.42 largest_force_ha_per_bohr=0.01839 multiplicity=1
C -1.46907 -1.80226 -6.30926 -0.43 -0.35 0.22 -0.17
O -0.46187 -1.52758 -5.35454 0.28 0.46 -0.09 -0.12
H -1.60035 -1.05436 -7.08123 0.20 0.46 -0.07 0.07
H -2.43623 -1.92570 -5.80293 0.12 -0.13 -0.18 0.08
H -1.19515 -2.71731 -6.82681 -0.09 -0.21 0.09 0.07
N 1.42551 0.34000 6.23354 -0.21 -0.67 -0.32 0.05
C 0.67036 0.99446 5.44972 0.53 -0.28 0.53 -0.41
N 0.97013 2.14849 4.78868 -0.22 0.51 -0.77 0.06
H -0.32566 -0.57480 -5.29780 -0.07 -0.23 0.02 0.07
H 2.41137 0.58806 6.15721 -0.15 0.46 0.24 0.03
H -0.35758 0.65687 5.29935 0.04 0.15 0.14 0.11
H 0.47115 2.33580 3.93558 -0.11 0.09 0.05 0.08
H 1.89740 2.53835 4.80848 0.12 -0.26 0.14 0.09